1.
C20H23N6O5PZr | ωB97M-V with the def2-TZVPD basis set

Geometry as XYZ:
```
56
C20H23N6O5PZr ωB97M-V with the def2-TZVPD basis set
Zr -0.22949 0.39984 0.70796
C -2.67988 -3.26176 -2.73213
N -2.60333 -2.23631 -1.72531
C -3.64676 -1.58514 -1.15733
C -3.11762 -0.65544 -0.30075
N -1.76230 -0.73590 -0.34662
C -1.46946 -1.71426 -1.21062
P 0.23243 -2.22615 -1.68536
C 0.90285 -2.37233 0.02637
N 0.58979 -1.57183 1.05466
C 1.25541 -2.05168 2.14192
C 1.98934 -3.14496 1.75704
N 1.75979 -3.33345 0.43380
C 2.36900 -4.33944 -0.39140
C 0.80785 -0.49576 -1.97218
N 0.26551 0.62579 -1.47460
C 0.92384 1.65680 -2.07752
C 1.86315 1.15647 -2.93821
N 1.77732 -0.19401 -2.86227
C 2.60204 -1.14286 -3.56107
H -3.72196 -3.47262 -2.96173
H -2.20292 -4.17786 -2.38257
H -2.18406 -2.92790 -3.64502
H -4.66734 -1.81220 -1.38628
H -3.61867 0.04278 0.34461
H 1.17463 -1.59889 3.11871
H 2.64219 -3.77840 2.32317
H 2.72942 -5.15088 0.23675
H 3.21718 -3.92303 -0.93809
H 1.64542 -4.73608 -1.10303
H 0.65741 2.68316 -1.90692
H 2.56370 1.65957 -3.57282
H 3.18483 -0.62361 -4.31825
H 1.98566 -1.89764 -4.05242
H 3.28909 -1.63497 -2.86881
O 1.88878 0.71022 2.99652
C 1.48115 1.40817 2.10247
O 1.56987 1.05951 0.84233
C 0.66565 2.70179 2.34406
C 0.27493 3.30836 0.98864
C -0.39422 4.67510 1.13719
C -1.77777 4.29225 1.69546
C -1.65981 2.76790 1.76106
O -0.83720 2.44875 0.60476
C -0.74347 2.34885 2.93056
C -0.89863 0.81975 3.18960
O -0.55284 0.27068 4.19516
O -1.42686 0.20298 2.15823
H 1.23703 3.37106 2.99076
H 1.08590 3.26521 0.25579
H 0.16420 5.33304 1.79361
H -0.48500 5.16357 0.16820
H -1.98237 4.72105 2.67322
H -2.57689 4.59324 1.01896
H -2.61122 2.22465 1.71977
H -0.94527 2.88485 3.85996
```

## Properties
* net charge: +2
* DFT total energy: -1868.7197 Ha
* frontier orbital gap: 8.80 eV
* multiplicity: 1



2.
C2H4ClOP | ωB97M-V with the def2-TZVPD basis set

Geometry as XYZ:
```
9
C2H4ClOP ωB97M-V with the def2-TZVPD basis set
C -0.49341 -0.47813 1.31827
C -0.18790 0.19558 -1.44822
O -0.67976 -1.62502 1.13947
P 1.14333 0.48171 -0.00131
Cl -1.75741 0.75806 -0.89916
H -1.01991 0.07146 2.06046
H -0.08430 -0.82758 -1.50976
H 0.28220 0.75826 -2.21383
H 0.49251 1.85990 0.23937
```

## Properties
* DFT total energy: -955.2969 Ha
* frontier orbital gap: 9.17 eV
* relative energy (zero: lowest compared OMol25 entry of this formula, charge and spin): 2.972 eV
* multiplicity: 1



3.
C11H5N2O5Sn | ωB97M-V with the def2-TZVPD basis set

Geometry as XYZ:
```
24
C11H5N2O5Sn ωB97M-V with the def2-TZVPD basis set
O -3.00500 -4.98542 0.40399
C -2.70404 -4.15621 -0.33139
Sn -0.03156 0.06846 -0.17845
O 2.29944 -1.71109 1.99371
C 1.77942 -1.21529 1.07918
C 1.40314 1.90978 -0.01040
O 1.61519 3.02983 0.13209
C -1.30353 2.03602 -0.89566
O -1.53993 3.13983 -1.20343
C 1.25553 -0.47021 -2.49194
O 1.77168 -0.79017 -3.45818
H -1.68944 0.66114 -0.44948
N 2.25003 1.16090 5.99244
C 1.37948 1.00648 5.21839
C 0.29591 0.80689 4.28805
C -0.98603 0.45982 4.72980
C -1.99049 0.24532 3.79364
C -1.67938 0.35819 2.43495
N -0.43102 0.65052 2.02428
C 0.54732 0.92478 2.91833
H -1.17062 0.36960 5.80596
H -3.00634 -0.01982 4.08282
H -2.43281 0.20342 1.66522
H 1.52925 1.20741 2.52328
```

## Properties
* net charge: +1
* DFT total energy: -1121.7198 Ha
* frontier orbital gap: 6.49 eV
* relative energy (zero: lowest compared OMol25 entry of this formula, charge and spin): 0.869 eV
* multiplicity: 1



4.
C16H29OSi | ωB97M-V with the def2-TZVPD basis set

Geometry as XYZ:
```
47
C16H29OSi ωB97M-V with the def2-TZVPD basis set
C 0.19270 -3.73651 -0.97996
O 0.46543 -2.36158 -1.29898
C -0.50837 -1.81573 -2.17400
C -0.09049 -0.46256 -2.72057
C -1.08856 0.37382 -3.23667
C -0.75836 1.59525 -3.80860
C 0.57798 2.00609 -3.86042
C 0.89833 3.30709 -4.52276
C 1.58050 1.17622 -3.34619
C 1.25336 -0.06199 -2.78631
H 1.15405 -4.20179 -0.73616
H -0.47467 -3.82386 -0.10124
H -0.27067 -4.29026 -1.82062
H -0.67386 -2.50143 -3.03502
H -2.12157 0.03119 -3.18654
H -1.53373 2.23761 -4.22773
H 1.97225 3.49928 -4.50300
H 0.55306 3.29221 -5.56335
H 0.38941 4.14270 -4.02996
H 2.62493 1.49353 -3.40906
H 2.02911 -0.72371 -2.40334
C 1.15150 2.37808 2.62084
C 0.75919 0.92149 2.37184
C 1.03321 0.60792 0.89962
C 1.62211 0.01932 3.24653
C -0.76461 0.83707 2.71008
Si -1.66923 -0.69171 3.24302
C -0.80833 -2.34179 3.35518
C -3.36849 -0.78551 2.43796
H -1.45703 -1.71144 -1.65740
H 0.93577 2.66519 3.65600
H 2.21954 2.53954 2.43439
H 0.58043 3.03436 1.95578
H 0.81350 -0.43183 0.62428
H 0.43738 1.25691 0.24570
H 2.09334 0.79873 0.67178
H 1.50724 -1.04253 3.00189
H 2.68204 0.27703 3.09576
H 1.40133 0.15323 4.31224
H -0.94586 1.48712 3.59375
H -1.31960 1.28446 1.86692
H -0.47574 -2.47496 4.40194
H -1.53601 -3.13539 3.10985
H 0.04762 -2.41614 2.67061
H -4.11700 -0.55901 3.21712
H -3.44725 -0.04916 1.62305
H -3.54588 -1.79655 2.04177
```

## Properties
* net charge: +1
* DFT total energy: -991.4932 Ha
* frontier orbital gap: 4.77 eV
* multiplicity: 1



5.
C31H26BCl50NO4P | ωB97M-V with the def2-TZVPD basis set

Geometry as XYZ:
```
114
C31H26BCl50NO4P ωB97M-V with the def2-TZVPD basis set
C -2.53208 1.52468 4.27777
C -1.54214 0.79712 3.40540
Cl -1.82890 -0.93482 3.40336
C -0.57987 1.34008 2.66005
Cl -0.59051 3.10267 2.74833
P 0.80931 0.53419 1.45173
C 1.19357 -0.93352 2.59494
C -0.51122 -0.36523 0.40922
C -0.22668 -1.75664 -0.16632
C 1.14716 -1.98591 -0.81197
C 2.06594 -2.94150 -0.03278
N 3.46903 -2.53263 -0.08592
C 4.16639 -2.00170 -1.11656
C 5.46404 -1.75506 -0.74609
C 5.56679 -2.14943 0.65600
C 4.30139 -2.59169 0.97482
O 0.56549 2.04641 0.30489
C 1.24760 2.10608 -0.80588
O 1.10428 1.34396 -1.75826
C 2.22801 3.23749 -0.95169
C 3.56323 2.91189 -1.11280
C 4.51916 3.90410 -1.24856
C 4.12675 5.23581 -1.22996
C 2.79338 5.56120 -1.07065
C 1.83795 4.56849 -0.92970
B 2.19544 1.61551 2.42338
O 2.91354 1.09647 3.52425
O 2.56589 2.89969 2.06112
H -2.05948 2.22209 4.96397
H -3.14837 0.79813 4.79089
H -3.21763 2.05974 3.61252
H 1.88019 0.09488 0.55516
H 0.60437 -1.82761 2.38821
H 2.24150 -1.20900 2.47850
H 0.98662 -0.68919 3.63687
H -0.69207 0.27736 -0.45323
H -1.48388 -0.36205 0.90498
H -0.40633 -2.52384 0.59711
H -0.98973 -1.97034 -0.92032
H 0.99298 -2.45561 -1.78844
H 1.69974 -1.07342 -1.01002
H 1.99562 -3.93764 -0.47519
H 1.80068 -2.99511 1.01784
H 3.70876 -1.78991 -2.07070
H 6.23122 -1.32994 -1.36542
H 6.40502 -2.11188 1.32527
H 3.96595 -2.95008 1.93610
H 3.87360 1.87442 -1.14241
H 5.56524 3.65095 -1.36131
H 4.86336 6.02443 -1.31285
H 2.47718 6.59645 -1.04604
H 0.79604 4.81671 -0.77512
H 3.77919 0.85319 3.17304
H 2.60656 3.44219 2.85658
C -4.58390 2.15286 7.67945
Cl -5.35482 3.22018 6.49772
Cl -4.55589 0.50363 7.06235
Cl -2.93363 2.70431 7.97053
Cl -5.49485 2.20340 9.19577
C -1.21601 0.01410 -4.88144
Cl -0.32242 -0.84264 -6.14852
Cl -1.50570 -1.07465 -3.52283
Cl -0.28569 1.39429 -4.34118
Cl -2.76996 0.55604 -5.54822
C -3.96141 3.13943 0.11382
Cl -2.33580 2.51769 -0.05478
Cl -5.12703 1.80363 0.03556
Cl -4.14988 3.97618 1.66031
Cl -4.30719 4.28646 -1.19831
C -7.46493 -0.63399 3.86793
Cl -6.22324 -1.15369 2.72334
Cl -7.79641 -1.92564 5.02845
Cl -6.82360 0.77846 4.70163
Cl -8.95241 -0.21828 3.00766
C -5.88681 2.78416 -7.09442
Cl -5.58595 1.12050 -6.58824
Cl -7.08965 3.51532 -6.02860
Cl -4.38503 3.70408 -7.00739
Cl -6.48969 2.79358 -8.75707
C -7.06386 -2.08972 9.43591
Cl -7.88813 -3.55249 8.87885
Cl -5.35600 -2.18140 9.00960
Cl -7.79668 -0.68012 8.67253
Cl -7.22546 -1.95851 11.19237
C 9.67696 -2.19384 -0.71761
Cl 10.88780 -3.48052 -0.55150
Cl 9.75594 -1.53497 -2.35864
Cl 8.05926 -2.81707 -0.41370
Cl 10.03595 -0.90911 0.44331
C 4.00990 -2.70471 -5.86480
Cl 3.05948 -4.16085 -6.17964
Cl 5.66006 -2.93125 -6.46197
Cl 3.27858 -1.33181 -6.69972
Cl 4.05215 -2.40705 -4.12412
C -4.64497 -3.81155 -0.05974
Cl -3.41521 -5.07624 -0.14820
Cl -6.10564 -4.46343 0.69621
Cl -4.03570 -2.46658 0.89846
Cl -5.02865 -3.24977 -1.68975
C -0.82926 -5.52699 -7.86476
Cl -0.63185 -5.13825 -9.57777
Cl -1.25214 -4.06927 -6.97428
Cl -2.10898 -6.73321 -7.68051
Cl 0.68608 -6.18185 -7.23614
C -0.12356 1.52124 -9.54347
Cl -1.41898 0.48936 -10.16152
Cl 0.65932 2.35501 -10.89305
Cl -0.80225 2.70669 -8.42736
Cl 1.05375 0.52937 -8.68929
C 3.18403 1.47247 7.06609
Cl 4.55430 0.38777 6.80150
Cl 3.06895 1.85316 8.79657
Cl 3.43646 2.96678 6.16540
Cl 1.70098 0.68666 6.54308
```

## Properties
* net charge: -1
* DFT total energy: -24928.2871 Ha
* frontier orbital gap: 6.07 eV
* multiplicity: 1



The highest frontier orbital gap belongs to which entry? C2H4ClOP